No. 1
{"formula": "C4H15NO3", "method": "ωB97M-V/def2-TZVPD", "e_tot_ev": -12023.221, "smiles": "CC(C)=CN.O.O.O", "lumo_ev": 0.8, "homo_lumo_gap_ev": 8.5, "e_above_lowest_kcal_mol": 22.99, "homo_ev": -7.669, "symbols": ["C", "H", "H", "H", "H", "H", "O", "O", "O", "H", "H", "H", "H", "H", "C", "H", "H", "C", "H", "C", "N", "H", "H"], "positions_angstrom": [[-1.1209, -0.1153, -1.7088], [-2.3245, 1.5293, -2.2568], [0.5616, 1.9961, -3.1381], [0.3163, -3.1677, 1.4738], [-0.7114, -2.0020, 1.4375], [1.1138, 2.4043, -1.5798], [0.2402, -2.2107, 1.4482], [-1.4648, 0.0168, 1.4895], [1.9505, -0.8350, 5.2409], [1.1949, -0.8608, -0.3994], [-0.5610, 2.4651, -1.9251], [2.1639, 0.3341, -1.1041], [1.6756, -1.1306, -2.0567], [2.7509, -0.3036, 5.1263], [0.3130, 1.8563, -2.0893], [-1.2542, -1.1050, -1.2858], [-0.5898, 0.4110, 1.5956], [1.3561, -0.3518, -1.3573], [-3.1793, 0.1269, -1.7448], [0.1008, 0.4101, -1.7441], [-2.3050, 0.5807, -1.9412], [-1.7467, 0.2506, 0.5970], [1.5197, -0.2989, 5.9225]]}

No. 2
{"formula": "C4H15O7", "method": "ωB97M-V/def2-TZVPD", "total_charge": -1, "e_tot_ev": -18725.775, "lumo_ev": 3.5, "homo_lumo_gap_ev": 9.3, "e_above_lowest_kcal_mol": 38.06, "homo_ev": -5.737, "symbols": ["C", "O", "O", "H", "H", "H", "H", "H", "O", "C", "O", "O", "H", "H", "H", "H", "O", "C", "H", "H", "H", "O", "H", "C", "H", "H"], "positions_angstrom": [[0.1581, -1.6681, 1.8555], [-2.3989, 1.9137, -0.7078], [0.8031, 2.5298, -1.4163], [2.1862, -0.7377, -1.6613], [-1.4551, -0.0808, -1.1270], [-2.0767, 1.8261, -1.6159], [1.4491, -2.8705, 0.6000], [-0.5786, -1.5305, -0.5572], [-0.1880, 0.4565, -0.0239], [1.0994, -0.4919, 1.7651], [-2.1085, -0.7855, -1.2488], [-0.0634, -2.3606, -0.5510], [0.2561, -2.3403, 2.7062], [-0.2576, -3.5632, 1.0520], [-2.6672, -0.7205, -0.4477], [0.7367, 3.1612, -0.6921], [1.8604, 0.1297, -1.9439], [0.4224, 0.7186, 1.0850], [1.1917, 1.8576, -0.8534], [2.0782, -0.7511, 1.3627], [1.2888, -0.0731, 2.7584], [0.4815, 1.8594, 1.5667], [-1.5380, 1.8165, -0.2321], [0.3745, -2.7243, 0.7517], [-0.8982, -1.3894, 1.8648], [0.9752, 0.0419, -1.5017]]}

No. 3
{"formula": "C4H16BF2N3O6P2Pd", "method": "ωB97M-V/def2-TZVPD", "total_charge": 2, "e_tot_ev": -49327.925, "lumo_ev": -6.9, "homo_lumo_gap_ev": 9.5, "e_above_lowest_kcal_mol": 3.02, "homo_ev": -16.439, "symbols": ["H", "H", "N", "H", "H", "N", "P", "C", "O", "H", "B", "H", "O", "P", "H", "C", "O", "H", "Pd", "H", "H", "C", "H", "H", "H", "N", "F", "H", "O", "O", "H", "C", "H", "F", "O"], "positions_angstrom": [[2.3222, 3.0862, 1.3428], [-1.3446, -2.6628, -4.0539], [-0.7055, -1.0564, -2.7969], [-2.7671, -2.2481, -0.6473], [0.8481, 3.0361, 0.5905], [1.3674, 2.7203, 1.4169], [1.7227, 0.6200, -0.2794], [-1.5951, -2.2164, -3.0925], [-1.1398, 1.7629, 1.5126], [-0.9190, 0.1827, 4.0089], [-2.2540, 1.9714, 0.7117], [2.4190, 1.1301, 3.4186], [2.8588, 1.6736, -0.6345], [-0.2084, 0.5586, 1.9438], [3.5251, 1.1591, 2.0185], [1.4417, 1.1959, 1.4694], [-0.2124, 0.6081, 3.4985], [-0.4539, -3.5936, -1.8654], [-0.7279, -0.6964, -0.8123], [-0.9052, -0.2618, -3.3999], [-2.1561, -4.0340, -2.0697], [2.5762, 0.7787, 2.3988], [0.2693, -1.3116, -2.9609], [3.3890, 1.5086, -1.4268], [-2.6169, -1.8397, -3.1446], [-1.7656, -2.4259, -0.7091], [-2.4541, 3.1864, 0.2856], [0.9239, 3.1308, 2.2429], [-0.5591, -0.7485, 1.2966], [0.3955, 1.0256, -0.9605], [-1.5019, -2.9223, 0.1401], [-1.4661, -3.1996, -1.9491], [2.6457, -0.3088, 2.4121], [-3.0678, 0.9782, 0.4362], [2.1159, -0.7878, -0.3417]]}

No. 4
{"formula": "C4H16BrN8O4Y", "method": "ωB97M-V/def2-TZVPD", "total_charge": 2, "e_tot_ev": -95594.377, "lumo_ev": -9.1, "homo_lumo_gap_ev": 4.4, "e_above_lowest_kcal_mol": 66.97, "homo_ev": -13.504, "symbols": ["N", "C", "H", "H", "H", "N", "H", "H", "N", "H", "H", "O", "N", "H", "C", "Y", "H", "C", "H", "O", "C", "H", "H", "N", "N", "N", "Br", "O", "H", "H", "H", "N", "H", "O"], "positions_angstrom": [[5.9770, -3.0164, 0.6703], [-1.9555, 2.5273, 0.9085], [6.1969, -2.2423, 1.2758], [0.4714, 0.4667, -1.9295], [-2.3586, 2.6355, -1.1128], [-3.1491, 3.0535, 1.2746], [6.4663, -3.8770, 0.8268], [-0.9994, -1.9871, 1.0453], [-3.4384, -1.1400, 2.9451], [-2.6900, -2.3162, 0.8818], [3.2663, -1.6746, -0.2931], [0.0653, 2.7985, -3.0234], [-1.9451, -1.8567, 1.3767], [-3.2849, 3.2158, 2.2575], [4.7064, -2.9956, 0.1759], [0.4003, 1.2258, 3.2238], [-0.2308, -0.4138, -3.1605], [-0.1643, 1.6839, -3.4876], [-0.8047, 2.4292, -5.1887], [-1.1172, 2.1700, 1.7882], [-2.1814, -1.1591, 2.4691], [-4.1483, -1.8288, 2.7654], [-1.0538, 1.5951, -0.5257], [-0.6923, 1.5394, -4.7281], [-0.0353, 0.4997, -2.7983], [4.1226, -1.7323, 0.2359], [1.1303, 0.0495, 0.6194], [-1.3003, -0.4038, 2.9963], [-0.8777, 0.6434, -5.1283], [-3.6637, -0.4504, 3.6419], [-3.9087, 3.2418, 0.6465], [-1.7349, 2.3333, -0.3863], [4.7622, -0.9974, -0.0340], [4.1693, -4.0168, -0.2284]]}

No. 5
{"formula": "C4H16BrO6Pt", "method": "ωB97M-V/def2-TZVPD", "spin_multiplicity": 3, "total_charge": 1, "e_tot_ev": -89967.832, "lumo_ev": [-5.8, -9.9], "homo_lumo_gap_ev": [6.7, 2.6], "e_above_lowest_kcal_mol": 28.51, "homo_ev": [-12.498, -12.495], "symbols": ["O", "H", "H", "H", "H", "O", "H", "O", "H", "C", "H", "H", "H", "O", "C", "H", "H", "C", "O", "Pt", "O", "Br", "H", "H", "H", "C", "H", "H"], "positions_angstrom": [[2.7258, 2.2712, -3.6535], [0.5249, -0.0969, -1.7974], [0.6392, 1.9312, -2.3820], [1.3643, 1.8962, -0.6442], [-0.1474, -0.1443, 1.6568], [-2.2294, -3.3819, 0.3357], [-1.7901, -3.2367, 1.1834], [-0.0440, -0.9868, 3.4983], [0.8169, -0.8592, 3.9026], [-0.4246, 0.1065, 2.6872], [-2.1473, -2.5457, -0.1381], [-0.1039, -2.1836, -2.0041], [-2.1133, -1.1601, 4.0395], [-2.6073, -0.3349, 3.9006], [1.4335, 1.6106, -1.6963], [0.0681, 1.0070, 3.0575], [-2.2580, 1.2773, 2.6655], [2.7040, 2.2225, -2.2389], [1.4458, 0.1812, -1.8184], [-3.2075, 0.9385, -2.6724], [0.4890, -2.8969, -2.2564], [-1.7951, -0.3759, -0.9900], [2.6634, 3.2641, -1.8958], [3.6033, 1.7361, -1.8544], [-2.3675, -0.3529, 1.9320], [-1.9735, 0.2343, 2.7782], [3.5102, 2.7261, -3.9668], [1.2205, -2.8470, -1.6286]]}